(1)
10
Properties=species:S:1:pos:R:3:nbo_charge:R:1 method="wB97M-V/def2-TZVPD" smiles="C[NH+]1C=C1" orbital_gap_ha=0.4353 charge=+1 energy_ev=-4687.5305 lumo_ev=-4.68 e_above_lowest_kcal_mol=59.6
C -1.2549 0.0471 -0.1442 -0.422
N 0.0417 -0.0550 0.5623 -0.373
C 1.1592 0.6046 -0.0846 0.017
C 1.3149 -0.6786 -0.1734 0.054
H -1.0646 0.2581 -1.1390 0.229
H -1.6920 -0.8859 -0.0126 0.238
H -1.7399 0.9747 0.0413 0.249
H 0.0683 -0.2377 1.5406 0.435
H 1.3761 1.5707 -0.5302 0.288
H 1.7912 -1.5980 -0.0603 0.285


(2)
58
Properties=species:S:1:pos:R:3:nbo_charge:R:1 method="wB97M-V/def2-TZVPD" spin_multiplicity=2 orbital_gap_ha="0.2734 / 0.2257" charge=+2 s_squared=0.772 energy_ev=-129548.8873 lumo_ev="-7.17 / -8.65" e_above_lowest_kcal_mol=9.2
Ir -1.9186 0.0731 0.0289 0.571
S -2.3914 -2.0479 -0.4424 0.451
C -1.0402 -2.8352 -1.1911 -0.269
C -1.1993 -4.1647 -1.6033 -0.142
C -0.1454 -4.8092 -2.2301 -0.173
C 1.0566 -4.1433 -2.4522 -0.152
C 1.2222 -2.8167 -2.0450 -0.122
C 0.1789 -2.1693 -1.4176 -0.388
As 0.2173 -0.3480 -0.8396 1.281
C 2.0029 0.1033 -0.3562 -0.384
C 2.5792 1.3253 -0.6916 -0.200
C 3.8858 1.5850 -0.3004 -0.188
C 4.6078 0.6315 0.4065 -0.183
C 4.0310 -0.5924 0.7268 -0.141
C 2.7228 -0.8586 0.3523 -0.245
C -0.6580 0.7101 -2.1971 -0.347
C -1.4663 0.0621 -3.1462 -0.215
C -2.2130 0.8114 -4.0411 -0.193
C -2.1542 2.1957 -3.9999 -0.116
C -1.3588 2.8478 -3.0591 -0.174
C -0.6226 2.1178 -2.1524 -0.217
H -2.1390 -4.6749 -1.4332 0.251
H -0.2609 -5.8357 -2.5500 0.254
H 1.8713 -4.6544 -2.9474 0.249
H 2.1605 -2.3072 -2.2255 0.234
H 2.0395 2.0603 -1.2719 0.233
H 4.3460 2.5275 -0.5658 0.248
H 5.6307 0.8359 0.6941 0.247
H 4.6060 -1.3427 1.2540 0.232
H 2.2783 -1.8206 0.5866 0.228
H -1.4902 -1.0185 -3.2031 0.232
H -2.8365 0.3126 -4.7701 0.247
H -2.7398 2.7789 -4.6981 0.248
H -1.3396 3.9281 -3.0225 0.248
H -0.0586 2.6338 -1.3876 0.228
C -4.2841 2.7255 1.6752 -0.893
S -3.5022 2.3118 0.1637 2.372
O -3.8116 3.2795 -0.8249 -0.874
O -3.8835 0.8883 -0.1590 -0.965
O -2.0113 2.1547 0.4433 -0.990
H -5.3567 2.7372 1.4874 0.284
H -3.9441 3.7196 1.9616 0.272
H -4.0214 1.9829 2.4245 0.259
C 0.4142 -2.0188 3.7052 -0.415
N 0.5925 -0.6371 3.2895 -0.356
C 1.7789 0.1341 3.7049 -0.226
C 1.5617 1.5050 3.0371 -0.233
N 0.1729 1.3857 2.5794 -0.557
C -0.2932 0.1546 2.7204 0.375
S -1.9407 -0.2763 2.2988 0.046
H 1.1587 -2.6483 3.2186 0.218
H -0.5830 -2.3522 3.4363 0.244
H 0.5405 -2.0945 4.7850 0.233
H 2.6856 -0.3590 3.3598 0.231
H 1.8039 0.1909 4.7937 0.229
H 2.2314 1.6641 2.1917 0.220
H 1.6650 2.3302 3.7369 0.241
H -0.3775 2.1213 2.1623 0.453


(3)
18
Properties=species:S:1:pos:R:3:nbo_charge:R:1 method="wB97M-V/def2-TZVPD" orbital_gap_ha=0.3521 energy_ev=-8899.4136 lumo_ev=0.88 e_above_lowest_kcal_mol=52.7
C -1.7983 0.3529 -1.2647 -0.643
C -0.6357 -0.3411 -0.6145 -0.257
C 0.2474 0.2270 0.2209 0.135
C 0.2531 1.6936 0.5880 -0.662
N 1.1869 -0.5453 0.9483 -0.516
C 2.1313 -1.1418 0.3503 0.432
O 2.4179 -1.1380 -0.9627 -0.676
H -1.7493 1.4401 -1.1562 0.212
H -1.8588 0.1243 -2.3350 0.217
H -2.7415 0.0144 -0.8154 0.218
H -0.5806 -1.4216 -0.7518 0.204
H 0.6028 2.3161 -0.2434 0.222
H -0.7457 2.0424 0.8677 0.223
H 0.9203 1.8550 1.4372 0.234
H 2.8464 -1.7417 0.9102 0.168
H 1.7265 -0.6168 -1.4094 0.494
H -1.4783 -1.6118 2.0796 -0.022
H -0.7441 -1.5077 2.1508 0.017


(4)
42
Properties=species:S:1:pos:R:3:nbo_charge:R:1 method="wB97M-V/def2-TZVPD" spin_multiplicity=5 orbital_gap_ha="0.2668 / 0.2099" charge=+1 s_squared=6.018 energy_ev=-104675.2395 lumo_ev="-3.16 / -5.27" e_above_lowest_kcal_mol=3.5
Ir 0.2932 0.4013 -0.1063 1.238
N 0.5208 2.0760 1.4628 -0.835
C 0.0287 3.4196 1.0877 -0.223
C 0.7655 3.9816 -0.1209 -0.429
C 0.4611 3.3077 -1.4517 -0.226
N 1.0960 1.9711 -1.5505 -0.834
H 0.0415 1.7447 2.2946 0.401
H 1.5082 2.1088 1.7055 0.396
H 0.1352 4.1063 1.9282 0.207
H -1.0345 3.3293 0.8620 0.208
H 1.8468 3.9670 0.0644 0.205
H 0.4905 5.0328 -0.2139 0.247
H 0.8031 3.9412 -2.2706 0.211
H -0.6146 3.1723 -1.5660 0.212
H 2.1031 2.0555 -1.4372 0.394
H 0.9450 1.5614 -2.4690 0.408
Cl 5.2255 -5.1161 -1.4130 0.035
C 3.9863 -3.9075 -1.3717 -0.090
C 3.0982 -3.7865 -2.4641 -0.148
C 2.1207 -2.8328 -2.4768 -0.231
C 1.9635 -1.9319 -1.3969 0.417
O 1.0274 -1.0349 -1.4663 -0.741
C 2.8481 -2.0767 -0.2966 -0.303
C 2.7767 -1.2551 0.8448 0.443
O 2.0096 -0.2825 1.0435 -0.690
C 3.8575 -3.0774 -0.3092 -0.141
H 3.2032 -4.4685 -3.2983 0.242
H 1.4364 -2.7399 -3.3099 0.231
H 3.4790 -1.4865 1.6528 0.163
H 4.5284 -3.1664 0.5368 0.233
Se -2.0458 0.5122 -0.6799 0.086
C -3.3215 -0.2441 0.5213 -0.227
C -4.0027 -1.3822 0.1109 -0.224
C -4.9693 -1.9231 0.9468 -0.188
C -5.2574 -1.3225 2.1646 -0.185
C -4.5765 -0.1777 2.5581 -0.214
C -3.5995 0.3668 1.7382 -0.171
H -3.7836 -1.8398 -0.8445 0.232
H -5.5032 -2.8121 0.6385 0.231
H -6.0175 -1.7453 2.8077 0.230
H -4.8063 0.2941 3.5043 0.227
H -3.0672 1.2596 2.0399 0.203


(5)
48
Properties=species:S:1:pos:R:3:nbo_charge:R:1 method="wB97M-V/def2-TZVPD" orbital_gap_ha=0.1675 charge=+2 energy_ev=-46890.3246 lumo_ev=-9.55
Pd -1.3025 0.3994 -0.1578 0.808
C -4.4833 -2.8321 3.5556 -0.620
C -4.1402 -1.4116 3.9727 -0.224
N -4.1305 -0.4795 2.8344 -0.511
C -3.1485 -0.3666 1.9700 0.330
S -3.3406 0.7835 0.6413 -0.090
N -2.0681 -1.1450 2.1400 -0.392
N -1.1294 -0.9205 1.2425 -0.117
C -0.0607 -1.6687 1.1585 0.152
C 0.1811 -2.8414 2.0481 -0.678
C 0.8926 -1.2643 0.1113 0.318
C 1.9633 -2.1958 -0.2707 -0.258
C 2.3190 -2.4591 -1.5246 -0.134
C 1.6848 -1.9004 -2.7698 0.040
C 1.2119 -0.4267 -2.8024 -0.345
N 0.7251 -0.0823 -0.4062 -0.515
H -4.4869 -3.4789 4.4320 0.239
H -3.7533 -3.2190 2.8455 0.214
H -5.4715 -2.8758 3.0978 0.223
H -3.1679 -1.3582 4.4588 0.220
H -4.8813 -1.0288 4.6713 0.226
H -4.9307 0.1206 2.7042 0.427
H -0.7137 -3.0782 2.6143 0.276
H 0.9896 -2.6292 2.7525 0.251
H 0.4652 -3.7121 1.4558 0.249
H 2.4359 -2.7430 0.5370 0.263
H 3.0990 -3.1939 -1.6863 0.254
H 2.2383 -2.2040 -3.6529 0.238
H 1.4631 0.0771 -3.7359 0.279
O 0.2774 -2.3228 -2.8969 -0.437
C -0.1756 -1.0473 -2.8149 0.813
O -1.2869 -0.6613 -2.6638 -0.532
C 1.4601 0.4632 -1.5815 0.139
C 2.9135 0.6651 -1.3139 -0.002
C 3.4407 1.8947 -1.1991 -0.242
C 2.6031 3.0492 -1.3625 0.117
C 3.0493 4.3465 -1.2118 -0.249
C 2.1695 5.4022 -1.4118 0.068
C 0.7977 5.2245 -1.7699 -0.231
C 0.3098 3.9770 -1.9154 -0.058
C 1.1842 2.8318 -1.7085 0.171
N 0.6845 1.6623 -1.8167 -0.237
H 3.5419 -0.2107 -1.2325 0.245
H 4.4959 2.0356 -1.0022 0.263
H 4.0801 4.5403 -0.9450 0.262
H 2.5387 6.4144 -1.2908 0.258
H 0.1733 6.0951 -1.9146 0.270
H -0.7171 3.7746 -2.1852 0.259


(6)
9
Properties=species:S:1:pos:R:3:nbo_charge:R:1 method="wB97M-V/def2-TZVPD" orbital_gap_ha="0.2648 / 0.2668" energy_ev=-7161.4127 lumo_ev="-2.25 / -2.26" e_above_lowest_kcal_mol=116.8
N -1.0036 -0.1822 1.1499 -0.476
C 0.0673 0.5185 0.9213 0.160
N 0.7026 0.6627 -0.2497 -0.353
C 0.2858 -0.3309 -1.1857 0.026
O -0.7938 -1.0018 -1.0009 -0.445
H -1.0463 -0.4156 2.1477 0.344
H 0.6212 1.0060 1.7328 0.206
H -0.0135 0.5433 -1.8695 0.362
H 1.1803 -0.8000 -1.6460 0.176